Entry 1:
A 10-piece molecular cluster, C11H3BCl36F2NO2 overall at a distorted geometry. Source: OMol25; level of theory: ωB97M-V/def2-TZVPD.

Summary:
Total energy   -473957.24588 eV

Structure (ORCA input):
```
! RIJCOSX wB97M-V def2-TZVPD def2/J DEFGRID3
* xyz -1 1
O -2.4327 1.5567 -4.7084
O -2.0967 4.7540 -5.1149
Cl -4.6939 -4.0179 1.1998
Cl -2.5615 0.9975 -8.0100
H 0.6008 4.1826 -4.1054
Cl 4.0674 -8.1224 4.4463
C -2.2215 2.1246 -3.6154
C 3.9846 0.5533 1.3254
C -4.0652 -4.8528 2.6360
Cl -1.1631 -1.2653 -6.8540
C 3.5970 -6.4050 4.4684
H 0.6719 2.4857 -3.2002
Cl -3.9915 -0.8883 -6.3299
Cl 3.1277 7.5721 -0.7089
Cl 0.3256 -1.1698 2.5352
Cl 1.1408 8.4229 -6.1980
Cl 2.3232 0.1888 0.8147
C 0.2160 -8.4436 7.2644
Cl -1.2785 -0.1170 -0.2952
Cl -4.0950 -0.7950 -0.4510
Cl 1.9997 -0.3082 4.7412
Cl -3.9257 -6.5921 2.2973
B 0.0414 3.1248 -4.0058
Cl 4.7706 -0.9352 1.8979
Cl 0.7652 7.9203 -3.3654
Cl 3.9552 1.7505 2.6388
Cl 3.4390 8.3277 -4.4245
Cl 3.3231 5.6358 1.4480
Cl 1.9773 5.8962 -5.0369
Cl -2.4654 -4.2002 3.0479
Cl 0.2943 -9.1708 8.8844
C 2.2122 6.4656 0.3360
C -2.0612 4.4893 -3.8990
F -2.7259 5.2913 -2.8945
Cl -0.2172 -6.7262 7.4061
Cl 1.7987 -8.5902 6.4714
Cl 4.8935 1.2115 -0.0518
Cl -2.7782 -0.6584 2.1320
C -2.8574 0.0508 0.5029
Cl 1.1543 -3.0779 4.5536
Cl -1.0125 -9.2861 6.2957
Cl -0.7755 -1.0125 5.2143
Cl -3.2780 1.7716 0.6260
H 0.0752 2.5690 -5.0536
F -2.9356 1.5921 -2.4704
Cl -3.1004 -1.6863 -8.9748
Cl 2.0362 -6.2094 3.6439
Cl 1.0162 7.3886 1.2737
C -2.7039 -0.7095 -7.5414
N -1.3673 3.2934 -3.4055
C 1.8309 7.6414 -4.7576
Cl -5.1762 -4.6023 4.0003
Cl 4.8342 -5.4435 3.6316
C 0.6763 -1.3913 4.2604
Cl 1.3777 5.2640 -0.6697
Cl 3.4538 -5.8450 6.1488
*
```


Entry 2:
A 9-piece molecular cluster, C11H40N4O9 overall at a distorted geometry. Source: OMol25; level of theory: ωB97M-V/def2-TZVPD.

Summary:
Total energy   -36440.04520 eV
SMILES   NC(N)=O.NC(N)=O.CCO.CCO.CO.CO.CO.CO.CO

Structure (ORCA input):
```
! RIJCOSX wB97M-V def2-TZVPD def2/J DEFGRID3
* xyz 0 1
C -0.2592 -0.7713 3.8997
H -2.2807 3.2928 -0.0823
H 2.1234 -3.5609 -2.8625
O 3.1110 -1.2920 1.0448
O 1.1975 -1.6729 -3.5221
O -0.8711 0.4159 3.7971
H 4.0286 0.4733 0.6514
H 0.4156 -0.8839 3.0511
H 3.1010 -2.8511 -1.4778
H -4.6681 -1.3070 2.4324
H 3.2688 5.3310 -0.0078
O 2.9984 2.6449 -1.4755
H 4.2937 1.0431 3.3327
H 0.3038 -0.9094 4.8228
H -1.0791 0.4188 2.8599
N 2.4475 -0.7221 -1.9485
C -0.4106 -0.4852 0.2697
H 3.4404 4.9484 -1.6340
H 5.0074 -0.6199 1.4667
H -3.9457 -4.3559 -1.6731
C 2.9691 3.4571 -0.6035
C 3.9738 -0.2746 1.4424
N 2.7946 3.1296 0.6100
O -1.7608 3.7856 0.5568
H 2.6479 2.1418 0.7610
H 0.2981 4.3142 0.7469
N 3.0182 4.6958 -0.7519
H -5.3508 0.0238 0.7888
C 2.0039 -1.7252 -2.6271
O -4.4372 -0.2708 0.7786
H -2.3430 -4.8304 -2.3477
H -0.3123 -0.6795 -0.7984
H -2.4779 2.1002 -3.1137
H -3.4452 -1.9623 1.1763
H -4.2867 -2.9159 -3.1842
H 3.6881 -2.0014 0.7526
H -3.4365 1.0770 -0.5841
O -3.4159 -2.7657 -3.5593
H -1.2136 1.5666 -2.0053
H 3.4314 -0.4563 3.4326
O -3.0965 1.8253 -1.0802
H 3.0756 -0.9551 -1.1926
H -3.2045 -2.1262 -1.6745
H -5.1622 -2.2024 0.9008
N 2.3792 -2.8576 -2.1842
H 2.6802 0.9681 2.7413
H -0.7564 -1.2967 0.9100
H -2.3687 0.4356 -2.5680
O 0.8142 0.0394 0.7627
H -0.1151 3.5568 -0.8173
H -1.2151 0.2475 0.3333
H 2.0024 0.1817 -2.0209
C -2.6970 -2.8055 -2.3594
C -2.2724 1.4726 -2.2466
H -2.3695 -4.1827 -0.7427
H -0.9275 -1.6259 4.0051
C 3.6090 0.3991 2.7808
C -4.4343 -1.5618 1.3987
C -0.3121 3.5569 0.2548
C -2.8793 -4.1325 -1.7048
H 2.7691 3.8443 1.3231
H 1.5582 -0.5670 0.7426
H -1.7290 -2.3808 -2.6255
H 0.0840 2.6207 0.6481
*
```